(1)
{"formula": "C3H6NO3", "method": "the ωB97M-V functional and the def2-TZVPD basis", "e_above_lowest_kj_mol": 87.99, "total_energy_ev": -10842.664, "charge": -1, "multiplicity": 1, "e_lumo_ev": 4.323, "species": ["C", "C", "O", "H", "H", "H", "H", "N", "C", "O", "O", "H", "H"], "coordinates": [[-2.500, -0.342, -0.790], [-1.181, -0.281, -0.920], [-0.418, -1.326, -1.249], [-3.062, 0.548, -0.542], [-3.042, -1.280, -0.764], [-0.663, 0.672, -0.821], [0.464, -1.272, -0.785], [1.853, 1.304, 0.915], [1.436, -0.054, 0.925], [0.695, -0.418, 1.845], [1.858, -0.741, -0.064], [1.833, 1.749, 1.816], [2.729, 1.442, 0.434]]}

(2)
{"formula": "C3H5BrN2", "method": "the ωB97M-V functional and the def2-TZVPD basis", "e_above_lowest_kj_mol": 367.22, "total_energy_ev": -76209.532, "multiplicity": 1, "e_lumo_ev": [-0.244, -0.816], "species": ["C", "C", "C", "N", "N", "Br", "H", "H", "H", "H", "H"], "coordinates": [[0.878, -0.681, 0.217], [0.803, 0.769, 0.254], [-1.152, -1.105, -0.543], [-0.034, -1.492, 0.018], [-0.368, 1.313, -0.234], [-1.508, 2.322, 0.704], [1.787, -1.106, 0.577], [1.151, 1.096, 1.221], [1.637, 0.999, -0.639], [-1.209, -0.390, -1.266], [-1.985, -1.726, -0.309]]}

(3)
{"formula": "C26H31FIrN3O5PS", "method": "the ωB97M-V functional and the def2-TZVPD basis", "e_above_lowest_kj_mol": 93.73, "total_energy_ev": -67841.011, "charge": 2, "multiplicity": 2, "e_lumo_ev": [-5.784, -6.972], "s2": 0.78, "species": ["Ir", "C", "C", "N", "C", "C", "C", "O", "O", "C", "O", "C", "C", "C", "F", "C", "C", "C", "N", "C", "C", "N", "C", "C", "H", "H", "H", "H", "H", "H", "H", "H", "H", "H", "H", "H", "H", "H", "H", "H", "H", "H", "O", "C", "O", "C", "C", "C", "C", "C", "C", "S", "H", "H", "H", "H", "C", "P", "C", "C", "H", "H", "H", "H", "H", "H", "H", "H", "H"], "coordinates": [[-0.131, -3.066, -1.387], [-1.808, 1.106, 4.941], [-2.674, 1.215, 3.697], [-2.003, 0.663, 2.504], [-2.233, -0.611, 2.178], [-1.653, -1.264, 1.119], [-2.061, -2.687, 0.886], [-3.106, -3.090, 1.338], [-1.211, -3.435, 0.225], [-0.764, -0.569, 0.287], [-0.188, -1.052, -0.743], [-0.517, 0.818, 0.625], [0.347, 1.585, -0.167], [0.565, 2.897, 0.119], [1.361, 3.598, -0.708], [-0.029, 3.534, 1.231], [-0.850, 2.758, 2.032], [-1.129, 1.418, 1.732], [0.209, 4.880, 1.579], [-0.907, 5.721, 1.995], [-0.464, 6.565, 3.193], [1.017, 6.820, 3.067], [1.396, 7.016, 1.629], [1.246, 5.671, 0.904], [-2.332, 1.538, 5.793], [-0.855, 1.624, 4.817], [-1.599, 0.061, 5.170], [-2.959, 2.244, 3.491], [-3.595, 0.654, 3.829], [-2.939, -1.157, 2.793], [0.824, 1.137, -1.029], [-1.270, 3.202, 2.922], [-1.771, 5.127, 2.271], [-1.218, 6.369, 1.168], [-0.628, 6.056, 4.141], [-0.980, 7.523, 3.212], [1.515, 5.996, 3.407], [1.297, 7.616, 3.641], [2.425, 7.364, 1.573], [0.750, 7.790, 1.222], [2.184, 5.124, 0.946], [1.020, 5.873, -0.145], [2.617, -1.401, -3.660], [2.199, -2.439, -3.217], [0.937, -2.759, -3.053], [3.127, -3.568, -2.885], [4.345, -3.640, -3.529], [5.239, -4.671, -3.252], [4.937, -5.631, -2.287], [3.738, -5.568, -1.615], [2.803, -4.548, -1.918], [1.394, -4.649, -0.961], [4.588, -2.876, -4.254], [6.179, -4.720, -3.786], [5.641, -6.420, -2.059], [3.495, -6.294, -0.849], [-1.079, -5.654, -3.369], [-1.491, -3.969, -2.900], [-1.541, -3.053, -4.441], [-3.180, -4.033, -2.291], [-1.822, -6.014, -4.084], [-1.077, -6.298, -2.490], [-0.092, -5.672, -3.830], [-2.215, -3.578, -5.120], [-0.543, -2.998, -4.865], [-1.905, -2.039, -4.273], [-3.795, -4.536, -3.039], [-3.563, -3.026, -2.125], [-3.219, -4.578, -1.348]]}

(4)
{"formula": "H12O6V", "method": "the ωB97M-V functional and the def2-TZVPD basis", "e_above_lowest_kj_mol": 24.11, "total_energy_ev": -38138.056, "charge": 3, "multiplicity": 3, "e_lumo_ev": [-15.678, -14.557], "s2": 2.01, "species": ["V", "O", "H", "H", "O", "H", "H", "O", "H", "H", "O", "H", "H", "O", "H", "H", "O", "H", "H"], "coordinates": [[0.230, -0.067, 0.072], [1.347, 1.377, -0.787], [1.966, 0.981, -1.473], [0.901, 2.183, -1.044], [-1.334, -1.513, 0.617], [-1.182, -2.480, 0.571], [-2.300, -1.416, 0.498], [-1.364, 1.292, -0.280], [-2.091, 1.044, -0.896], [-1.612, 2.181, 0.031], [2.076, -0.953, 0.561], [2.420, -0.968, 1.441], [2.473, -1.713, 0.107], [-0.191, -0.907, -1.824], [-0.546, -0.268, -2.469], [-0.724, -1.667, -2.017], [0.141, 0.724, 2.047], [-0.676, 0.589, 2.514], [0.469, 1.573, 2.336]]}